Entry 1:
The following is a DFT calculation (the ωB97M-V functional and the def2-TZVPD basis) of a molecular structure, CH5ISi.

```
8
CH5ISi | OMol25 | the ωB97M-V functional and the def2-TZVPD basis
C -0.831 -0.202 -0.200
Si 0.822 0.288 0.545
I -0.708 -0.330 -2.394
H -1.034 -1.215 -0.084
H 0.806 1.598 1.193
H 1.665 0.185 -0.560
H 1.188 -0.656 1.639
H -1.908 0.332 -0.139
```

The value obtained for the relative energy (zero: lowest compared OMol25 entry of this formula, charge and spin) is 31.9 kcal/mol. The value obtained for the LUMO energy is 0.17 eV. Its gap between HOMO and LUMO is 9.57 eV.


Entry 2:
The following is a DFT calculation (the ωB97M-V functional and the def2-TZVPD basis) of a gas-phase ion, CH5N2 (charge +1).

```
8
CH5N2 | OMol25 | the ωB97M-V functional and the def2-TZVPD basis
C 0.331 0.190 0.107
N 0.289 -0.944 -0.569
N -0.616 0.878 0.563
H 1.325 0.668 0.207
H 1.175 -1.503 -0.829
H -0.550 -1.456 -0.983
H -0.399 1.834 0.945
H -1.553 0.332 0.561
```

The value obtained for the relative energy (zero: lowest compared OMol25 entry of this formula, charge and spin) is 15.3 kcal/mol. As for the structure (SMILES): NC=[NH2+]. The value obtained for the LUMO energy is -3.79 eV. Its gap between HOMO and LUMO is 12.75 eV. Its charge is +1.


Entry 3:
The following is a DFT calculation (the ωB97M-V functional and the def2-TZVPD basis) of 2 unconnected molecules or ions with the total composition CH5N2O.

```
9
CH5N2O | OMol25 | the ωB97M-V functional and the def2-TZVPD basis
O -0.093 1.233 1.782
H -0.650 0.436 1.450
N -0.926 0.129 -1.302
C -0.126 -0.884 -0.850
N 0.957 -0.704 -0.029
H -0.402 1.015 -0.959
H 0.595 1.285 1.129
H 0.033 -1.966 -1.194
H 1.709 -1.310 -0.268
```

The value obtained for the relative energy (zero: lowest compared OMol25 entry of this formula, charge and spin) is 28.8 kcal/mol. The value obtained for the LUMO energy is 5.01 eV. Its gap between HOMO and LUMO is 7.63 eV. Its charge is -1.


Summary of maximum force in eV/Å
3.83, 4.60, 3.12
(order as listed above)
Summary of HOMO level in eV
-9.40, -16.53, -2.62
(order as listed above)
Summary of energy in eV
-17095.1414, -4091.3242, -6145.0496
(order as listed above)